Formula: C33H29CrN2OS5Se4
Source: OMol25
Level of theory: ωB97M-V with the def2-TZVPD basis set

E_LUMO (spin up / spin down) (eV): 3.5 / 3.5
HOMO level (spin up / spin down) (eV): -1.635 / -1.594
M (g mol⁻¹): 997.8
Charge: -2
<S²>: 0.867
Spin multiplicity: 2
Energy relative to the best compared isomer or geometry (same formula, charge and spin) (kJ/mol): 0.0
Kohn-Sham gap (spin up / spin down) (eV): 5.12 / 5.08
Max |F| (eV/Å): 0.66

Structure (XYZ):
```
75
Properties=species:S:1:pos:R:3:lowdin_charge:R:1
Cr -0.053 0.159 -0.276 -0.100
S -1.611 -3.326 6.262 1.020
C -3.305 -3.543 6.390 -0.441
C -3.967 -2.898 5.391 -0.185
C -3.095 -2.209 4.511 -0.105
C -1.779 -2.342 4.854 -0.474
C -0.623 -1.757 4.178 -0.186
C -0.755 -1.350 2.833 -0.136
N 0.196 -0.757 2.162 0.039
C 1.385 -0.565 2.759 -0.163
C 1.638 -0.954 4.081 -0.132
C 2.923 -0.688 4.661 -0.033
C 3.880 -0.047 3.957 -0.034
C 3.646 0.380 2.606 -0.130
C 4.593 1.101 1.869 0.050
C 4.288 1.514 0.590 -0.178
C 3.027 1.159 0.079 -0.118
N 2.128 0.460 0.735 0.015
C 2.411 0.097 2.002 -0.168
C 5.219 2.273 -0.250 -0.459
C 6.544 2.540 -0.018 -0.139
C 7.144 3.290 -1.056 -0.206
C 6.262 3.574 -2.059 -0.413
S 4.710 2.938 -1.754 1.118
C 0.591 -1.555 4.794 0.021
H -3.717 -4.138 7.187 0.050
H -5.041 -2.906 5.284 0.099
H -3.425 -1.619 3.669 0.095
H -1.677 -1.511 2.280 0.037
H 3.102 -1.000 5.683 0.106
H 4.844 0.169 4.402 0.105
H 5.547 1.341 2.325 0.115
H 2.736 1.442 -0.919 0.078
H 7.075 2.196 0.857 0.098
H 8.180 3.595 -1.063 0.089
H 6.444 4.116 -2.971 0.058
H 0.743 -1.829 5.833 0.102
Se 0.093 2.310 1.245 0.132
Se -1.986 3.270 1.653 -0.123
Se -3.011 1.289 2.418 -0.125
Se -2.603 0.090 0.423 0.052
S -1.287 -3.712 -2.495 0.386
C -0.877 -2.335 -1.665 -1.776
S 0.286 -2.212 -0.397 0.543
S -1.442 -0.746 -2.016 0.451
C 0.749 4.403 -1.740 -0.081
C 0.182 3.564 -2.890 -0.369
C -1.154 2.913 -2.542 -0.068
C 1.268 2.650 -3.444 -0.128
C 2.011 3.188 -4.488 -0.090
C 3.060 2.517 -5.094 -0.141
C 3.327 1.228 -4.660 -0.094
C 2.623 0.629 -3.625 -0.148
C 2.928 -0.833 -3.355 -0.360
C 1.733 -1.705 -3.744 -0.066
C 3.421 -1.159 -1.948 -0.071
C 1.599 1.355 -2.935 -0.298
O 1.026 0.821 -1.890 -0.275
H -0.013 5.069 -1.324 0.074
H 1.590 5.006 -2.093 0.067
H 1.087 3.767 -0.924 0.005
H -0.029 4.264 -3.710 0.114
H -1.086 2.255 -1.680 0.012
H -1.534 2.330 -3.383 0.081
H -1.887 3.685 -2.294 0.077
H 1.744 4.183 -4.836 0.099
H 3.618 2.963 -5.908 0.077
H 4.107 0.650 -5.148 0.097
H 3.755 -1.082 -4.034 0.114
H 0.844 -1.402 -3.190 0.013
H 1.919 -2.758 -3.524 0.076
H 1.515 -1.600 -4.809 0.082
H 2.630 -1.025 -1.213 0.014
H 4.279 -0.536 -1.680 0.073
H 3.734 -2.206 -1.902 0.079
```

---

Formula: C33H29F5N7O5RuS2Se
Source: OMol25
Level of theory: ωB97M-V with the def2-TZVPD basis set

E_LUMO (spin up / spin down) (eV): 3.9 / 3.9
HOMO level (spin up / spin down) (eV): -1.413 / -1.642
M (g mol⁻¹): 942.8
Charge: -2
<S²>: 0.761
Spin multiplicity: 2
Energy relative to the best compared isomer or geometry (same formula, charge and spin) (kJ/mol): 121.8
Kohn-Sham gap (spin up / spin down) (eV): 5.27 / 5.50
Max |F| (eV/Å): 0.65

Structure (XYZ):
```
83
Properties=species:S:1:pos:R:3:lowdin_charge:R:1
Ru 1.222 -1.869 0.077 0.564
C 5.534 -3.144 -0.889 -0.151
C 4.098 -3.072 -0.438 -0.777
S 3.380 -1.493 -0.361 0.629
C 3.398 -4.167 -0.078 -0.788
C 4.007 -5.545 -0.104 -0.149
S 1.765 -4.041 0.486 0.594
H 5.900 -2.153 -1.159 0.046
H 5.647 -3.793 -1.764 0.068
H 6.185 -3.542 -0.103 0.067
H 4.885 -5.611 0.547 0.067
H 4.329 -5.819 -1.114 0.069
H 3.282 -6.288 0.229 0.046
C -2.938 6.687 -0.516 -0.109
O -2.970 5.618 0.398 -0.087
C -1.870 5.446 1.195 -0.281
C -0.840 6.369 1.305 -0.034
C 0.223 6.095 2.158 -0.053
C 0.299 4.903 2.861 -0.305
C -0.753 3.990 2.754 -0.011
C -1.828 4.267 1.934 0.016
N 1.407 4.795 3.762 0.032
N 2.019 3.741 4.027 0.042
C 1.870 2.484 3.393 -0.258
C 1.969 1.405 4.257 -0.045
C 1.778 0.090 3.857 -0.016
C 1.520 -0.217 2.515 -0.395
O 1.273 -1.398 2.104 -0.204
C 1.544 0.886 1.573 -0.161
N 1.370 0.540 0.278 0.030
C 1.374 1.476 -0.635 -0.125
C 1.647 2.819 -0.331 -0.028
C 1.841 3.188 0.970 -0.014
C 1.728 2.221 1.994 -0.100
H -3.824 6.585 -1.139 0.087
H -2.046 6.645 -1.149 0.094
H -2.968 7.658 -0.009 0.086
H -0.854 7.299 0.754 0.093
H 1.024 6.814 2.282 0.105
H -0.736 3.047 3.284 0.112
H -2.627 3.548 1.825 0.116
H 2.163 1.629 5.300 0.102
H 1.817 -0.724 4.568 0.105
H 1.183 1.164 -1.654 0.099
H 1.707 3.545 -1.132 0.101
H 2.079 4.212 1.217 0.102
C -1.852 -5.146 -0.698 -0.043
N -2.702 -4.263 0.083 -0.057
C -4.034 -4.490 0.210 -0.100
C -4.836 -3.656 0.893 -0.027
C -4.239 -2.474 1.515 -0.549
O -4.945 -1.651 2.127 -0.067
N -2.899 -2.299 1.390 0.181
C -2.128 -3.103 0.660 -0.485
O -0.917 -2.939 0.437 -0.171
H -2.410 -6.059 -0.913 0.076
H -0.948 -5.385 -0.139 0.068
H -1.541 -4.673 -1.628 0.051
H -4.402 -5.386 -0.277 0.109
H -5.897 -3.836 0.985 0.086
F 1.857 -0.073 -7.571 0.085
C 1.592 -0.613 -6.366 -0.159
C 1.971 0.027 -5.204 -0.152
F 2.607 1.209 -5.283 0.093
C 1.698 -0.538 -3.969 -0.237
F 2.090 0.171 -2.906 0.031
C 1.038 -1.756 -3.815 -0.477
Se 0.596 -2.689 -2.210 0.742
C 0.666 -2.361 -5.020 -0.277
F 0.016 -3.538 -5.013 0.045
C 0.930 -1.821 -6.263 -0.158
F 0.545 -2.462 -7.384 0.087
C -4.154 0.484 -0.531 -0.090
N -3.506 0.637 0.750 0.003
C -2.162 0.370 0.857 -0.633
N -1.681 0.360 2.168 0.164
O -1.429 0.210 -0.101 0.021
H -4.961 1.212 -0.640 0.068
H -4.565 -0.522 -0.669 0.074
H -3.411 0.651 -1.307 0.075
H -4.059 0.426 1.566 0.097
H -2.327 -0.139 2.772 0.084
H -0.814 -0.170 2.168 0.062
```

---

Formula: C33H29IN2O6PSV
Source: OMol25
Level of theory: ωB97M-V with the def2-TZVPD basis set

E_LUMO (spin up / spin down) (eV): -4.4 / -4.1
HOMO level (spin up / spin down) (eV): -11.428 / -11.446
M (g mol⁻¹): 790.5
Charge: +1
<S²>: 0.765
Spin multiplicity: 2
Energy relative to the best compared isomer or geometry (same formula, charge and spin) (kJ/mol): 27.9
Kohn-Sham gap (spin up / spin down) (eV): 7.04 / 7.33
Max |F| (eV/Å): 1.02

Structure (XYZ):
```
74
Properties=species:S:1:pos:R:3:lowdin_charge:R:1
V -1.029 0.476 -1.490 0.793
C -2.501 -3.678 -1.974 0.010
C -3.012 -2.982 -0.757 -0.237
N -3.914 -3.580 0.005 0.148
C -4.391 -2.953 1.080 -0.069
C -4.010 -1.688 1.493 -0.118
C -4.589 -1.116 2.763 -0.187
O -5.016 0.233 2.622 -0.054
C -3.050 -1.022 0.708 -0.042
C -2.551 0.276 1.095 0.001
N -1.627 0.980 0.516 0.040
C -1.232 2.162 1.241 -0.292
C -1.335 2.201 2.636 -0.029
C -1.040 3.346 3.351 -0.056
C -0.594 4.481 2.692 -0.060
C -0.411 4.439 1.323 -0.138
C -0.714 3.288 0.605 -0.577
I -0.309 3.328 -1.432 1.297
C -2.564 -1.693 -0.415 -0.211
O -1.648 -1.116 -1.188 -0.183
H -2.670 -4.747 -1.870 0.091
H -1.445 -3.472 -2.144 0.067
H -3.041 -3.332 -2.860 0.099
H -5.133 -3.502 1.652 0.123
H -3.836 -1.132 3.556 0.134
H -5.407 -1.760 3.090 0.127
H -5.964 0.261 2.464 0.105
H -3.035 0.678 1.975 0.113
H -1.623 1.318 3.188 0.121
H -1.144 3.343 4.427 0.119
H -0.358 5.383 3.239 0.119
H -0.023 5.305 0.805 0.103
O 0.612 -0.799 -5.071 -0.240
S 0.758 -0.741 -3.656 0.549
O 0.446 -1.891 -2.850 -0.284
O -0.065 0.471 -3.136 -0.492
C 2.407 -0.272 -3.230 -0.263
C 3.361 -0.286 -4.232 -0.032
C 4.697 -0.094 -3.910 -0.040
C 5.065 0.086 -2.587 -0.044
C 4.097 0.116 -1.592 -0.077
C 2.747 -0.045 -1.897 -0.302
P 1.507 0.039 -0.555 1.106
C 2.133 1.360 0.533 -0.389
C 2.825 2.464 0.039 -0.137
C 3.216 3.487 0.890 -0.065
C 2.916 3.423 2.242 -0.068
C 2.208 2.339 2.740 -0.073
C 1.811 1.318 1.891 -0.109
C 1.749 -1.495 0.390 -0.333
C 2.832 -1.654 1.256 -0.087
C 3.014 -2.848 1.932 -0.063
C 2.122 -3.897 1.745 -0.064
C 1.059 -3.755 0.867 -0.056
C 0.873 -2.559 0.187 -0.079
H 3.049 -0.468 -5.252 0.121
H 5.446 -0.106 -4.690 0.117
H 6.106 0.209 -2.322 0.116
H 4.403 0.276 -0.568 0.108
H 3.074 2.529 -1.012 0.103
H 3.767 4.330 0.493 0.113
H 3.233 4.216 2.907 0.113
H 1.969 2.282 3.794 0.114
H 1.266 0.474 2.295 0.114
H 3.531 -0.843 1.412 0.105
H 3.855 -2.963 2.603 0.111
H 2.267 -4.829 2.274 0.111
H 0.377 -4.579 0.701 0.112
H 0.076 -2.466 -0.534 0.064
C -3.142 0.665 -3.352 -0.120
O -2.515 1.166 -2.190 -0.395
H -3.898 1.387 -3.663 0.094
H -3.623 -0.294 -3.131 0.092
H -2.414 0.524 -4.156 0.088
```